Entry from the Open Molecules 2025 dataset: a 5-piece molecular cluster, C5H20O5 overall in a non-equilibrium geometry (ωB97M-V/def2-TZVPD).

Summary:
- ΔE to the lowest compared entry with this formula, charge and spin: 447.5 kJ/mol
- Structure (SMILES): CO.CO.CO.CO.CO
- Total charge: 0
- Highest occupied orbital energy: -9.52 eV
- Max |F|: 5.85 eV/A

Last column: natural (NBO) charge in e.
Element x y z (Å)
C: -0.6954 3.6445 -2.0646  -0.255
O: -0.8961 2.3452 -2.4896  -0.751
H: -1.6781 4.0110 -1.8987  0.172
H: -0.3082 4.2879 -2.8210  0.161
H: 0.0372 3.7284 -1.2830  0.193
H: -1.5161 2.2692 -3.3038  0.493
C: 1.2131 0.6604 -0.4606  -0.246
O: 0.1209 1.3286 -0.1063  -0.739
H: 2.0304 1.3262 -0.8763  0.145
H: 1.2460 -0.2490 -1.1573  0.172
H: 1.5823 0.2512 0.5776  0.166
H: -0.2430 1.7893 -0.8554  0.496
C: -0.3976 -2.9639 -2.9269  -0.248
O: -0.6179 -2.4130 -1.6268  -0.747
H: 0.5734 -2.7161 -3.4556  0.190
H: -1.1724 -2.6745 -3.6580  0.160
H: -0.4552 -4.0709 -2.8353  0.165
H: -1.3445 -2.7461 -1.1191  0.481
C: 1.7985 -0.3854 3.3378  -0.281
O: 2.7325 -1.2400 3.8885  -0.694
H: 2.3830 0.0251 2.5621  0.189
H: 1.6262 0.4516 3.9677  0.147
H: 0.7979 -0.5769 3.3363  0.186
H: 2.2035 -1.6016 4.5941  0.454
C: -1.6419 -1.0583 1.8409  -0.261
O: -1.4388 0.2929 1.9909  -0.732
H: -1.5443 -1.5606 2.7687  0.159
H: -0.9602 -1.2804 0.8867  0.177
H: -2.6967 -1.3007 1.7804  0.160
H: -0.7385 0.4261 1.4069  0.487